1:
Density functional theory data (ωB97M-V/def2-TZVPD) for a 2-piece molecular cluster, C2H8NO3 overall.

Atoms and positions in Å:
C: 1.729 0.425 -0.265
C: -1.498 0.149 -0.022
N: 0.887 -0.668 0.296
O: -1.328 1.178 0.766
O: -2.112 -0.778 0.567
O: -1.204 0.084 -1.288
H: 2.785 0.143 -0.219
H: 1.562 0.335 -1.371
H: 1.440 1.339 0.196
H: 0.979 -1.508 -0.193
H: 1.134 -0.832 1.329
H: -0.628 1.728 0.399
H: -2.522 -0.818 1.500
H: -1.224 -0.776 -1.697

Properties
E_HOMO (eV): -14.0
Total charge: +1
LUMO level (eV): -3.64

=====

2:
Density functional theory data (ωB97M-V/def2-TZVPD) for a 2-piece molecular cluster, C2H8NO3 overall.

Atoms and positions in Å:
O: -2.015 -0.295 -1.619
C: -1.543 0.142 -0.606
O: -1.376 1.397 -0.259
C: -1.099 -0.793 0.506
N: -1.585 -2.175 0.119
H: -1.357 1.984 -1.039
H: -0.029 -0.845 0.541
H: -1.555 -0.574 1.446
H: -2.281 -2.523 0.778
H: -2.081 -2.048 -0.778
H: -0.896 -2.873 -0.070
H: 6.700 0.941 1.066
H: 6.384 2.401 0.938
O: 6.165 1.633 1.481

Properties
E_HOMO (eV): -13.4
Total charge: +1
LUMO level (eV): -3.84

=====

In terms of stability, 2 leads; the second structure lies 122.3 kJ/mol higher.

=====

1:
Density functional theory data (ωB97M-V/def2-TZVPD) for a 13-piece molecular cluster, C17H60O13 overall.

Atoms and positions in Å:
C: 0.350 -0.268 0.147
O: -0.444 -1.180 0.921
H: 0.154 0.747 0.494
H: 1.387 -0.461 0.421
H: 0.148 -0.480 -0.903
H: -1.377 -1.021 0.758
C: 4.442 0.839 0.541
O: 5.457 0.084 -0.029
H: 4.836 1.608 1.205
H: 3.813 1.329 -0.203
H: 3.931 0.192 1.253
H: 5.531 -0.786 0.371
C: 1.207 2.361 3.267
O: 2.445 3.005 3.582
H: 1.433 1.298 3.178
H: 0.447 2.549 4.026
H: 0.860 2.796 2.330
H: 2.247 3.902 3.861
C: 2.720 -0.080 -4.012
O: 1.524 0.000 -3.277
H: 2.630 -0.857 -4.771
H: 2.833 0.857 -4.557
H: 3.583 -0.346 -3.402
H: 1.574 0.857 -2.848
C: 2.153 -1.885 2.854
O: 0.831 -2.317 2.964
H: 2.664 -2.148 3.779
H: 2.739 -2.382 2.081
H: 2.218 -0.800 2.772
H: 0.386 -1.900 2.222
O: -0.934 -1.202 -3.527
H: -1.493 -0.719 -2.918
H: -0.100 -0.732 -3.512
O: 1.546 2.304 -1.916
H: 2.247 2.951 -1.993
H: 0.967 2.657 -1.240
C: -0.584 6.049 -0.413
C: 0.540 5.085 0.137
O: 0.182 3.762 -0.201
H: -0.706 5.919 -1.488
H: -0.382 7.092 -0.167
H: -1.533 5.810 0.067
H: 0.696 5.172 1.212
H: 1.453 5.431 -0.347
H: -0.553 3.518 0.367
C: -0.614 -4.725 0.011
C: -1.930 -5.256 -0.575
O: -2.117 -6.612 -0.134
H: -0.685 -4.724 1.099
H: -0.489 -3.689 -0.304
H: 0.223 -5.283 -0.408
H: -1.918 -5.170 -1.662
H: -2.734 -4.708 -0.084
H: -2.845 -6.923 -0.677
C: -2.771 2.001 -3.685
C: -1.935 1.693 -2.455
O: -2.341 0.437 -1.895
H: -3.833 2.048 -3.445
H: -2.662 1.284 -4.499
H: -2.528 2.977 -4.106
H: -2.064 2.477 -1.709
H: -0.879 1.578 -2.700
H: -3.217 0.550 -1.520
C: -3.194 -2.659 2.586
C: -3.861 -1.951 1.385
O: -3.201 -0.766 1.062
H: -3.625 -3.646 2.753
H: -3.343 -2.057 3.483
H: -2.129 -2.843 2.443
H: -4.907 -1.726 1.592
H: -3.946 -2.570 0.492
H: -3.789 -0.439 0.377
C: -2.932 2.033 3.346
C: -2.201 2.366 2.053
O: -1.857 3.732 2.085
H: -3.287 1.003 3.321
H: -3.809 2.656 3.520
H: -2.261 2.074 4.204
H: -2.807 2.216 1.160
H: -1.316 1.730 2.011
H: -2.714 4.156 1.991
C: 3.667 -3.994 -1.312
C: 2.535 -2.998 -1.418
O: 2.101 -2.974 -2.743
H: 3.361 -4.958 -1.718
H: 3.852 -4.128 -0.246
H: 4.558 -3.689 -1.861
H: 2.831 -1.960 -1.270
H: 1.711 -3.106 -0.712
H: 1.834 -2.068 -2.914

Properties
E_HOMO (eV): -9.3
LUMO level (eV): -0.22

=====

2:
Density functional theory data (ωB97M-V/def2-TZVPD) for a 13-piece molecular cluster, C17H60O13 overall.

Atoms and positions in Å:
C: 0.670 -0.715 1.497
O: -0.057 -1.897 1.885
H: -0.012 0.016 1.058
H: 1.200 -0.240 2.303
H: 1.407 -0.918 0.810
H: 0.566 -2.638 1.700
C: -4.538 -0.377 3.622
O: -5.607 -0.526 4.608
H: -3.700 0.258 3.933
H: -4.165 -1.355 3.405
H: -5.041 0.056 2.719
H: -5.322 -0.119 5.415
C: 5.148 1.782 2.306
O: 4.364 0.943 1.450
H: 4.914 2.839 2.101
H: 5.031 1.586 3.378
H: 6.229 1.730 2.186
H: 3.663 1.493 1.023
C: 4.481 -2.035 3.255
O: 3.571 -1.624 2.333
H: 5.420 -2.362 2.852
H: 4.637 -1.330 4.084
H: 4.046 -2.962 3.653
H: 3.857 -0.761 1.975
C: -1.174 1.027 -4.335
O: -0.355 1.182 -3.162
H: -2.116 0.459 -4.219
H: -1.334 2.024 -4.734
H: -0.510 0.454 -5.058
H: -0.131 0.293 -2.810
C: -2.655 -2.273 0.191
O: -1.525 -2.454 -0.689
H: -3.535 -1.977 -0.413
H: -2.785 -3.170 0.746
H: -2.433 -1.574 0.951
H: -0.802 -2.352 -0.084
C: -2.122 -3.705 3.857
O: -0.713 -3.775 3.992
H: -2.428 -4.434 3.016
H: -2.725 -4.000 4.724
H: -2.431 -2.742 3.584
H: -0.464 -2.893 3.707
C: 2.369 3.339 -4.236
O: 2.038 2.847 -2.906
H: 1.620 4.111 -4.619
H: 3.226 3.986 -4.162
H: 2.420 2.557 -4.979
H: 1.265 2.268 -2.977
C: -0.613 2.492 0.145
O: -1.072 1.233 -0.419
H: 0.427 2.398 0.499
H: -0.671 3.321 -0.544
H: -1.243 2.781 0.977
H: -0.929 1.419 -1.341
C: 2.172 4.120 0.288
O: 2.573 2.765 -0.064
H: 1.357 4.475 -0.296
H: 1.959 4.305 1.378
H: 3.123 4.706 0.072
H: 2.902 2.801 -1.004
C: 2.617 -4.089 0.649
O: 1.227 -4.307 0.800
H: 3.069 -3.101 0.884
H: 3.115 -4.902 1.194
H: 2.736 -4.230 -0.411
H: 1.054 -4.770 1.647
C: 1.817 -2.950 -3.201
C: 1.345 -1.929 -2.174
C: 2.350 -0.750 -2.212
O: 0.061 -1.439 -2.612
H: 1.721 -2.300 -4.064
H: 1.123 -3.755 -3.285
H: 2.826 -3.319 -2.994
H: 1.198 -2.310 -1.162
H: 3.387 -1.113 -2.114
H: 2.248 0.020 -1.444
H: 2.307 -0.290 -3.233
H: -0.651 -1.802 -2.020
C: -4.095 3.426 -1.752
C: -4.558 2.212 -0.934
C: -5.964 2.333 -0.348
O: -4.399 1.063 -1.755
H: -3.143 3.149 -2.144
H: -3.959 4.337 -1.158
H: -4.727 3.673 -2.532
H: -3.834 2.178 -0.085
H: -5.867 3.096 0.412
H: -6.260 1.422 0.159
H: -6.747 2.739 -1.011
H: -3.441 0.850 -1.726

Properties
E_HOMO (eV): -9.9
LUMO level (eV): 0.56

=====

In terms of stability, 1 leads; the second structure lies 143.9 kJ/mol higher.

=====

1:
Density functional theory data (ωB97M-V/def2-TZVPD) for a 4-piece molecular cluster, C2H5FN2 overall.

Atoms and positions in Å:
C: 0.718 -0.775 2.067
C: -0.745 0.959 -1.030
N: -0.061 -0.488 1.312
N: 0.419 0.603 -1.121
F: 1.285 1.375 -0.326
H: 1.409 -1.127 2.867
H: 0.169 -1.147 -0.813
H: -1.235 1.667 -0.299
H: -0.466 -1.657 -1.063
H: -1.492 0.589 -1.593

Properties
E_HOMO (eV): -10.5
LUMO level (eV): 1.08

=====

2:
Density functional theory data (ωB97M-V/def2-TZVPD) for C2H5FN2 as an isolated structure.

Atoms and positions in Å:
C: 1.165 -0.332 -0.331
C: 0.069 0.377 0.545
N: -0.878 -0.627 0.931
N: -2.429 -0.466 -0.053
F: -2.103 0.266 -1.093
H: 1.570 0.488 -0.928
H: 1.820 -0.673 0.353
H: 0.586 -0.992 -0.871
H: -0.284 1.229 -0.008
H: 0.483 0.730 1.456

Properties
E_HOMO (spin up / spin down) (eV): -9.4 / -9.4
LUMO level (spin up / spin down) (eV): -1.80 / -1.80

=====

3:
Density functional theory data (ωB97M-V/def2-TZVPD) for C2H5FN2 in the gas phase.

Atoms and positions in Å:
N: 2.000 -0.484 0.159
N: 0.648 -0.704 -0.064
C: -0.097 0.318 -0.024
C: -1.567 0.141 0.017
F: -2.039 -1.061 0.056
H: 2.307 0.394 -0.230
H: 2.566 -1.368 -0.137
H: 0.325 1.353 0.154
H: -2.072 0.642 -0.832
H: -2.071 0.770 0.901

Properties
E_HOMO (eV): -9.0
LUMO level (eV): 1.12

=====

4:
Density functional theory data (ωB97M-V/def2-TZVPD) for C2H5FN2 in the gas phase.

Atoms and positions in Å:
H: 1.308 -1.566 -0.087
N: 1.612 -0.579 -0.050
C: 0.497 0.040 0.021
N: 0.402 1.451 0.093
C: -0.793 -0.652 0.078
F: -1.850 0.180 -0.103
H: 1.279 1.931 -0.281
H: -0.553 1.760 -0.001
H: -0.769 -1.368 -0.673
H: -1.133 -1.195 1.002

Properties
E_HOMO (eV): -9.5
LUMO level (eV): 0.96

=====

In terms of stability, 4 leads; the second structure lies 139.7 kJ/mol higher.

=====

1:
Density functional theory data (ωB97M-V/def2-TZVPD) for C9H16AuF6N3O6S2Sb as an isolated structure.

Atoms and positions in Å:
Au: 1.058 -0.181 -0.062
C: -0.775 -3.121 2.752
C: -0.673 -2.118 1.653
N: 0.475 -1.687 1.275
O: 1.535 -2.265 1.936
C: -1.891 -1.640 0.972
C: -3.208 -2.350 1.111
N: -1.786 -0.584 0.253
O: -2.553 0.034 -0.458
H: -0.202 -2.770 3.610
H: -0.323 -4.064 2.439
H: -1.806 -3.294 3.042
H: 2.294 -1.651 1.816
H: -3.086 -3.425 0.980
H: -3.905 -1.980 0.362
H: -3.642 -2.172 2.096
F: 3.971 1.896 -2.846
C: 4.343 1.743 -1.575
F: 5.502 2.330 -1.375
F: 4.447 0.439 -1.317
S: 3.041 2.478 -0.495
O: 1.862 1.637 -0.872
O: 2.937 3.842 -0.857
N: 3.536 2.242 0.956
S: 3.063 1.072 1.897
O: 1.707 1.211 2.364
O: 3.379 -0.259 1.381
C: 4.218 1.345 3.309
F: 5.465 1.247 2.886
F: 4.005 2.532 3.841
F: 3.968 0.396 4.202
C: -0.855 -2.169 -2.963
Sb: 0.532 -0.622 -2.624
C: -0.263 1.142 -3.453
C: 2.311 -1.129 -3.642
H: -1.023 -2.285 -4.033
H: -1.793 -1.915 -2.473
H: -0.459 -3.095 -2.551
H: -0.249 1.073 -4.539
H: 0.348 1.976 -3.115
H: -1.283 1.256 -3.093
H: 2.080 -1.815 -4.455
H: 2.992 -1.599 -2.937
H: 2.765 -0.223 -4.034

Properties
E_HOMO (spin up / spin down) (eV): -12.2 / -12.8
Total charge: +1
Expectation value of S²: 2.022
2S+1: 3
LUMO level (spin up / spin down) (eV): -3.63 / -5.97

=====

2:
Density functional theory data (ωB97M-V/def2-TZVPD) for C9H16AuF6N3O6S2Sb as an isolated structure.

Atoms and positions in Å:
Au: 0.074 -1.794 -0.566
C: 4.304 -2.253 0.877
C: 2.826 -2.105 0.770
N: 2.182 -2.310 -0.316
O: 2.967 -2.785 -1.345
C: 2.069 -1.658 1.959
C: 2.740 -0.968 3.106
N: 0.803 -1.869 1.942
O: -0.097 -1.617 2.728
H: 4.693 -2.926 0.121
H: 4.580 -2.608 1.867
H: 4.764 -1.271 0.732
H: 2.398 -2.796 -2.123
H: 3.311 -0.112 2.746
H: 3.413 -1.648 3.628
H: 1.990 -0.610 3.805
F: 2.313 3.116 -1.189
C: 1.912 1.861 -1.252
F: 1.466 1.584 -2.470
F: 2.942 1.051 -0.986
S: 0.593 1.549 0.035
O: -0.223 0.488 -0.629
O: 1.308 1.143 1.203
N: -0.248 2.811 0.232
S: -1.413 3.186 -0.819
O: -0.966 3.171 -2.179
O: -2.637 2.504 -0.492
C: -1.638 4.946 -0.320
F: -1.998 5.014 0.954
F: -2.595 5.457 -1.083
F: -0.509 5.613 -0.506
C: -2.827 -0.058 -2.494
Sb: -2.440 -1.112 -0.724
C: -3.458 -2.962 -0.943
C: -3.146 -0.251 1.050
H: -3.887 0.200 -2.491
H: -2.597 -0.711 -3.331
H: -2.227 0.851 -2.517
H: -4.516 -2.739 -1.089
H: -3.328 -3.573 -0.053
H: -3.068 -3.480 -1.817
H: -4.223 -0.130 0.924
H: -2.684 0.725 1.178
H: -2.925 -0.921 1.877

Properties
E_HOMO (spin up / spin down) (eV): -12.9 / -12.8
Total charge: +1
Expectation value of S²: 2.021
2S+1: 3
LUMO level (spin up / spin down) (eV): -3.57 / -7.12

=====

In terms of stability, 1 leads; the second structure lies 59.9 kJ/mol higher.